This record from OMol25 describes a 2-piece molecular cluster, CH4O3 overall. The level of theory is ωB97M-V with the def2-TZVPD basis set.

Geometry as XYZ:
```
8
Properties=species:S:1:pos:R:3:forces:R:3
O -0.246383 0.284846 0.054158 -3.9 2.3 5.5
C -0.941712 0.604666 1.108408 3.0 -1.6 -4.1
O -1.627312 1.754106 1.304758 0.1 -0.7 0.2
H -0.998832 -0.081063 1.976838 0.1 0.1 -0.4
H -2.130852 1.726516 2.163648 0.9 -0.1 -1.2
O 1.830607 -1.469973 -2.572041 0.5 0.1 1.1
H 1.451267 -0.963123 -1.818731 0.3 -0.5 -0.7
H 2.663217 -1.855972 -2.217041 -0.9 0.5 -0.3
```
Forces are in eV/Å.

**E_LUMO**: 0.2 eV
**SMILES**: O=CO.O
**ΔE to the lowest compared entry with this formula, charge and spin**: 94.4 kJ/mol
**Orbital gap**: 0.413 Eh
**E_HOMO**: -11.00 eV
**M**: 64.040 Da
**Charge**: 0

Charges computed using natural (NBO), reported in e: -0.5841 0.6357 -0.6587 0.1077 0.4992 -0.9474 0.4824 0.4653

This record from OMol25 describes C2H6I2NP as an isolated structure. The level of theory is ωB97M-V with the def2-TZVPD basis set.

Geometry as XYZ:
```
12
Properties=species:S:1:pos:R:3:forces:R:3
C -0.066686 -1.930106 -0.183453 -0.5 -1.2 -1.6
C -0.652022 -0.621382 -0.641035 0.3 2.1 1.2
N -0.017997 0.367436 0.270680 1.0 2.0 0.0
P 0.388394 1.836646 0.531767 -3.6 -0.9 -1.0
I 2.253036 2.804872 -0.687693 0.1 0.2 0.0
I 0.836077 1.989141 2.906381 0.1 0.3 -0.3
H 0.974776 -1.863018 -0.535366 -0.3 -0.6 0.1
H -0.032519 -1.951072 0.896799 -0.3 -0.3 0.2
H -0.623845 -2.825965 -0.650054 1.0 1.2 0.8
H -1.692901 -0.387911 -0.431979 -0.5 -1.0 -0.3
H -0.472444 -0.395217 -1.698773 0.2 -0.1 0.2
H -0.893869 2.976579 0.222726 2.5 -1.7 0.7
```
Forces are in eV/Å.

**E_LUMO**: -1.2 eV
**ΔE to the lowest compared entry with this formula, charge and spin**: 171.5 kJ/mol
**Orbital gap**: 0.282 Eh
**E_HOMO**: -8.91 eV
**M**: 328.859 Da
**Charge**: 0

Charges computed using natural (NBO), reported in e: -0.6058 -0.2035 -1.0867 0.9943 -0.0900 -0.0157 0.2132 0.2240 0.2051 0.1972 0.1882 -0.0202